No. 1
ORCA calculation (ωB97M-V with the def2-TZVPD basis set) on a molecular structure, C33H36F6Ge2N5O7S2SiTi.

Atoms and positions in Å:
Ti  -0.5182  0.9518  -0.2215
O  -2.6577  3.3515  1.6420
C  -1.7132  2.5968  1.5718
N  -1.6158  1.2473  1.8427
C  -2.3304  0.8134  2.9127
O  -3.0491  1.4868  3.6456
C  -2.0124  -0.5925  3.3929
C  -2.2074  -0.8389  4.7534
C  -1.8190  -2.0557  5.2752
C  -1.2571  -2.9942  4.4220
C  -1.1263  -2.6647  3.0845
N  -1.4914  -1.4919  2.5687
C  -0.3788  3.1729  1.1220
C  -0.2780  4.5290  0.8064
C  0.9796  5.0617  0.6418
C  2.0951  4.2297  0.7517
C  1.8953  2.8822  0.9608
N  0.6837  2.3632  1.1657
H  -2.6451  -0.0578  5.3568
H  -1.9372  -2.2660  6.3320
H  -0.9162  -3.9576  4.7785
H  -0.6869  -3.3723  2.3938
H  -1.1888  5.1060  0.7327
H  1.1064  6.1151  0.4214
H  3.0984  4.6163  0.6350
H  2.7194  2.1779  0.9479
F  -4.9887  2.7968  1.0699
C  -4.9786  1.7805  0.2317
F  -4.6128  0.6719  0.8783
F  -6.2354  1.6088  -0.2093
S  -3.8275  2.0596  -1.2258
O  -2.5919  1.3480  -0.9001
O  -3.6996  3.4790  -1.3554
N  -4.6906  1.4065  -2.3143
S  -4.5260  0.4434  -3.5324
O  -5.6633  0.5853  -4.3980
O  -4.0879  -0.8684  -3.1840
C  -3.1443  1.1896  -4.5024
F  -2.0837  1.4245  -3.7345
F  -2.7878  0.3747  -5.4954
F  -3.5246  2.3579  -5.0452
C  1.3187  1.4348  -4.2353
Si  1.3905  2.4691  -2.6840
C  0.5275  4.1110  -2.9665
C  3.2092  2.8069  -2.3363
O  0.6972  1.6696  -1.4461
H  1.9042  1.8793  -5.0460
H  0.2892  1.2990  -4.5689
H  1.7129  0.4386  -4.0214
H  1.0418  4.7058  -3.7277
H  0.4884  4.6955  -2.0453
H  -0.4991  3.9467  -3.2976
H  3.7049  3.0574  -3.2800
H  3.6901  1.9106  -1.9352
H  3.3693  3.6320  -1.6409
C  0.3344  -5.0312  0.6916
Ge  -0.2425  -3.4695  -0.4091
C  0.2662  -4.1098  -2.2002
C  -2.2198  -3.4642  -0.4882
Ge  0.6773  -1.3255  0.4081
C  2.4579  -1.1908  -0.5149
C  3.5352  -0.6341  0.1832
C  4.7709  -0.4292  -0.4163
C  4.9630  -0.7769  -1.7480
C  3.9053  -1.3214  -2.4627
C  2.6711  -1.5228  -1.8533
C  1.3533  -1.6537  2.2756
C  1.0273  -0.7619  3.2984
C  1.4802  -0.9519  4.5994
C  2.2783  -2.0458  4.9065
C  2.6263  -2.9393  3.9010
C  2.1697  -2.7382  2.6040
H  -0.1674  -5.9288  0.3185
H  0.1316  -4.9340  1.7598
H  1.4111  -5.1714  0.5690
H  -0.2472  -5.0666  -2.3354
H  1.3388  -4.2770  -2.3104
H  -0.0660  -3.4005  -2.9567
H  -2.5205  -3.8916  -1.4464
H  -2.6026  -2.4457  -0.4356
H  -2.6746  -4.0465  0.3135
H  3.4100  -0.3682  1.2290
H  5.5843  0.0063  0.1551
H  5.9232  -0.6149  -2.2249
H  4.0334  -1.5798  -3.5084
H  1.8447  -1.8962  -2.4464
H  0.4014  0.0949  3.0666
H  1.2042  -0.2459  5.3752
H  2.6283  -2.2007  5.9212
H  3.2549  -3.7940  4.1283
H  2.4614  -3.4382  1.8283
N  -0.8019  -1.0599  -2.8886
C  -0.7520  -0.4990  -1.8755

Frontier orbital gap (alpha / beta) in eV: 6.23 / 6.56
Charge: -2
Energy above the lowest of the compared OMol25 structures with the same formula, charge and spin in kJ/mol: 183.80
Spin multiplicity: 2
Energy in eV: -238594.2667

No. 2
ORCA calculation (ωB97M-V with the def2-TZVPD basis set) on a molecular structure, C33H36I2N5O4RbS2.

Atoms and positions in Å:
Rb  1.0354  1.3278  1.0599
N  5.5924  -4.6135  6.1447
C  4.8642  -3.6816  5.3956
C  3.5811  -3.3044  5.7949
C  2.8843  -2.3406  5.0878
C  3.4601  -1.7459  3.9734
C  4.7337  -2.1133  3.5664
C  5.4331  -3.0717  4.2779
S  2.5241  -0.5503  3.0709
O  3.4339  0.1232  2.1617
O  1.9162  0.3057  4.0697
N  1.3246  -1.2657  2.3346
C  1.4644  -2.1089  1.2795
N  0.3475  -2.2636  0.5198
C  0.4251  -3.1072  -0.4916
C  1.5670  -3.8207  -0.8153
C  2.6573  -3.5812  -0.0032
N  2.6282  -2.7456  1.0254
H  5.0237  -5.2619  6.6667
H  6.3144  -5.0912  5.6286
H  3.1360  -3.7645  6.6694
H  1.8907  -2.0449  5.3986
H  5.1625  -1.6466  2.6910
H  6.4326  -3.3538  3.9665
H  -0.4773  -3.2229  -1.0877
H  1.5966  -4.5144  -1.6421
H  3.6053  -4.0807  -0.1780
O  -1.5181  0.3173  1.1117
C  -2.8792  0.5879  0.8100
C  -3.5933  1.2911  1.9488
C  -2.8127  2.5215  2.4264
C  -2.5036  3.5131  1.3334
C  -3.5326  4.2016  0.6875
C  -3.2304  5.1041  -0.3132
C  -1.9019  5.3026  -0.6512
C  -0.9422  4.5799  0.0344
N  -1.2179  3.7039  1.0076
H  -1.4117  -0.4864  1.6369
H  -3.4070  -0.3221  0.5160
H  -2.8608  1.2573  -0.0544
H  -3.7101  0.6057  2.7922
H  -4.5976  1.5675  1.6159
H  -1.8702  2.1929  2.8603
H  -3.3706  3.0242  3.2201
H  -4.5594  4.0273  0.9846
H  -4.0182  5.6501  -0.8173
H  -1.6089  5.9975  -1.4264
H  0.1063  4.7045  -0.2095
I  0.3888  3.5216  4.4294
C  0.3562  2.0556  5.9630
I  -1.3735  0.8100  5.9349
H  0.3935  2.5465  6.9262
H  1.2000  1.4020  5.7850
O  0.1740  1.8186  -1.4765
S  0.2508  0.4577  -2.0912
C  -1.4515  -0.1050  -2.3989
C  -2.3070  0.8428  -3.1862
C  -2.7905  0.4641  -4.4363
C  -3.5701  1.3307  -5.1899
C  -3.8752  2.5939  -4.7002
C  -3.4041  2.9774  -3.4507
C  -2.6279  2.1095  -2.6941
C  0.7852  0.6888  -3.8024
C  0.8126  -0.6312  -4.5336
C  1.5597  -1.7048  -4.0481
C  1.5550  -2.9239  -4.7128
C  0.8045  -3.0863  -5.8692
C  0.0580  -2.0223  -6.3586
C  0.0608  -0.8055  -5.6914
H  -1.8150  -0.2659  -1.3826
H  -1.3622  -1.0777  -2.8854
H  -2.5502  -0.5203  -4.8217
H  -3.9401  1.0192  -6.1580
H  -4.4824  3.2718  -5.2855
H  -3.6433  3.9564  -3.0571
H  -2.2591  2.4189  -1.7249
H  1.7755  1.1363  -3.6943
H  0.1216  1.4099  -4.2796
H  2.1479  -1.5938  -3.1441
H  2.1422  -3.7453  -4.3245
H  0.8023  -4.0359  -6.3877
H  -0.5270  -2.1396  -7.2614
H  -0.5266  0.0227  -6.0707

Frontier orbital gap in eV: 7.82
Energy above the lowest of the compared OMol25 structures with the same formula, charge and spin in kJ/mol: 54.18
Energy in eV: -88974.2683

No. 3
ORCA calculation (ωB97M-V with the def2-TZVPD basis set) on a molecular structure, C33H36N6O6PSY.

Atoms and positions in Å:
Y  -0.3299  0.4554  -0.5566
C  -2.7923  -4.3892  -1.7690
C  -2.0488  -3.8272  -0.7002
C  -1.9873  -2.3944  -0.5502
C  -2.6553  -1.5380  -1.4475
C  -3.3627  -2.1486  -2.5223
C  -3.4397  -3.5459  -2.6695
N  -2.5604  -0.1863  -1.3184
C  -3.5228  0.4227  -0.6120
C  -4.7390  -0.0658  -0.1092
C  -5.5949  0.7794  0.5902
C  -5.2438  2.1167  0.8046
C  -4.0327  2.6000  0.3122
C  -3.1840  1.7511  -0.4013
N  -1.9303  2.0451  -0.9796
N  -1.8264  3.2874  -1.1081
C  -0.5460  3.5567  -1.5790
C  -0.1076  4.8532  -1.8137
C  1.1953  5.0404  -2.2580
C  2.0085  3.9282  -2.4545
C  1.4777  2.6752  -2.1897
N  0.2223  2.4778  -1.7497
H  -2.8494  -5.4653  -1.8881
H  -1.5340  -4.4720  0.0182
H  -1.4160  -1.9434  0.2877
H  -3.8675  -1.5055  -3.2364
H  -4.0043  -3.9610  -3.4973
H  -5.0132  -1.1033  -0.2698
H  -6.5342  0.3900  0.9677
H  -5.9090  2.7746  1.3516
H  -3.7513  3.6313  0.4811
H  -0.7748  5.6884  -1.6449
H  1.5710  6.0398  -2.4489
H  3.0285  4.0301  -2.8045
H  2.0579  1.7705  -2.3259
O  0.6446  3.8263  2.1980
C  -0.0040  2.8019  1.8246
O  0.2667  2.1953  0.7429
C  -1.1366  2.3471  2.7681
C  -1.2985  3.1415  3.9302
C  -2.2638  2.8946  4.9027
C  -3.1236  1.8192  4.7462
C  -3.0033  1.0122  3.6237
C  -2.0282  1.2533  2.6317
S  -2.0652  0.1182  1.3226
H  -0.6338  3.9895  4.0710
H  -2.3335  3.5424  5.7685
H  -3.8848  1.6023  5.4864
H  -3.6839  0.1728  3.5137
N  1.9728  0.2387  -0.7410
C  3.1095  0.0493  -0.7716
N  4.4273  -0.1671  -0.7922
C  5.0208  -1.4535  -0.3482
C  6.4181  -1.2733  0.2425
C  6.4899  -0.0285  1.1184
C  6.0839  1.2341  0.3505
C  5.4039  0.9225  -0.9780
H  5.0570  -2.1434  -1.1982
H  4.3675  -1.9005  0.4089
H  7.1556  -1.1939  -0.5649
H  6.6889  -2.1606  0.8229
H  7.4982  0.0905  1.5273
H  5.8209  -0.1560  1.9769
H  6.9647  1.8586  0.1626
H  5.4146  1.8297  0.9800
H  6.1386  0.6190  -1.7324
H  4.9115  1.8191  -1.3649
C  -0.8718  -3.4728  -2.5761
O  -0.7061  -3.6465  -1.1421
P  -0.1433  -2.2972  -0.3654
O  -0.1812  -2.8797  1.2024
C  -1.3961  -2.8847  1.9684
O  1.4454  -2.5095  -0.6805
C  2.1172  -3.6643  -0.1938
H  -1.2492  -4.3986  -2.9922
H  0.0929  -3.2609  -3.0521
H  -1.5770  -2.6888  -2.8032
H  -1.7946  -1.8783  2.0927
H  -1.1593  -3.2758  2.9638
H  -2.1474  -3.5359  1.5271
H  3.1149  -3.6855  -0.6440
H  1.6062  -4.5908  -0.4760
H  2.2455  -3.6159  0.8923
O  0.2043  -0.3840  -2.2589

Frontier orbital gap in eV: 3.79
Charge: -2
Energy in eV: -77186.6544

no.,strongest force on any atom (hartree/bohr)
1,0.034
2,0.018
3,0.232